*i*
Below is a structure of composition C7H13O5Rb, with properties calculated with ωB97M-V/def2-TZVPD.

CARTESIAN COORDINATES (ANGSTROEM)
1 Rb -2.221 0.621 -0.496
2 O -2.182 5.596 -1.281
3 C -2.962 4.589 -0.920
4 O -2.390 3.566 -0.632
5 O -4.189 4.682 -0.674
6 H -1.313 5.295 -1.006
7 C 1.774 1.777 2.380
8 C 1.093 0.513 1.741
9 O -0.100 0.456 1.561
10 C 1.916 -0.555 1.174
11 H 1.267 2.640 1.950
12 H 2.830 1.913 2.145
13 H 1.763 1.767 3.470
14 H 2.534 -1.020 1.943
15 H 2.529 -0.127 0.380
16 H 1.172 -1.261 0.804
17 C -0.030 -2.109 -2.199
18 C -0.718 -2.792 -0.966
19 O -1.429 -2.174 -0.190
20 C -0.091 -4.098 -0.527
21 H -0.776 -1.734 -2.899
22 H 0.515 -2.911 -2.698
23 H 0.535 -1.251 -1.834
24 H 0.996 -4.082 -0.438
25 H -0.227 -4.875 -1.279
26 H -0.297 -4.424 0.493

Charge ... 0
HOMO-LUMO gap ... 6.076 eV
HOMO ... -6.564 eV
LUMO ... -0.49 eV

Results of the Löwdin charge analysis, in e, for atoms 1 through 6: Rb 0.987; O 0.082; C -0.941; O -0.162; O -0.052; H 0.093

---

*ii*
Below is a structure of composition C7H13O5Rb, with properties calculated with ωB97M-V/def2-TZVPD.

CARTESIAN COORDINATES (ANGSTROEM)
1 Rb 2.586 12.597 -9.843
2 O -4.981 14.162 -8.765
3 C -4.097 14.108 -7.802
4 O -2.907 14.455 -7.921
5 O -4.490 13.569 -6.803
6 H -5.429 13.752 -8.022
7 C -13.219 9.096 -10.258
8 C -11.907 9.624 -10.689
9 O -11.542 9.630 -11.835
10 C -11.012 10.260 -9.588
11 H -13.663 8.423 -10.991
12 H -13.983 9.861 -10.123
13 H -13.345 8.430 -9.404
14 H -10.898 11.343 -9.628
15 H -10.093 9.675 -9.610
16 H -11.564 10.049 -8.672
17 C -6.386 14.684 0.486
18 C -7.805 15.312 0.369
19 O -8.449 15.575 1.412
20 C -8.152 15.830 -1.086
21 H -6.265 13.760 -0.080
22 H -6.137 14.459 1.523
23 H -5.659 15.431 0.168
24 H -8.755 15.106 -1.632
25 H -7.325 15.816 -1.797
26 H -8.551 16.842 -1.012

Charge ... 0
HOMO-LUMO gap ... 3.157 eV
HOMO ... -5.727 eV
LUMO ... -2.57 eV

Results of the Löwdin charge analysis, in e, for atoms 1 through 6: Rb 0.989; O 0.086; C -1.007; O -0.092; O -0.017; H 0.041

---

Relative to the most stable structure, the computed energies are *i* 0.0; *ii* 86.4, all in kcal/mol.

---

*i*
Below is a cluster of 3 separate species, C2H10O3 in total, with properties calculated with ωB97M-V/def2-TZVPD.

CARTESIAN COORDINATES (ANGSTROEM)
1 C -3.144 -15.627 -23.778
2 C -3.197 -17.260 -23.797
3 O -1.928 -17.729 -24.045
4 H -4.199 -15.378 -23.665
5 H -2.641 -15.202 -24.647
6 H -2.559 -15.259 -22.936
7 H -3.833 -17.806 -24.495
8 H -3.537 -17.500 -22.789
9 H -1.431 -17.569 -23.239
10 O -6.174 -11.931 -25.283
11 H -6.472 -12.740 -24.867
12 H -6.437 -11.238 -24.678
13 O -3.346 -12.200 -24.754
14 H -3.731 -11.486 -25.263
15 H -3.778 -12.989 -25.083

Charge ... 0
HOMO-LUMO gap ... 10.547 eV
HOMO ... -9.950 eV
LUMO ... 0.60 eV

Results of the Löwdin charge analysis, in e, for atoms 1 through 6: C -0.065; C -0.312; O -0.081; H 0.056; H 0.061; H 0.065

---

*ii*
Below is a cluster of 3 separate species, C2H10O3 in total, with properties calculated with ωB97M-V/def2-TZVPD.

CARTESIAN COORDINATES (ANGSTROEM)
1 C 0.363 -0.024 0.626
2 O -0.139 -0.676 1.810
3 C -0.647 0.921 -0.058
4 H 0.595 -0.876 0.007
5 H 1.260 0.546 0.901
6 H -0.617 -0.045 2.359
7 H -0.923 0.482 -1.014
8 H -0.163 1.883 -0.211
9 H -1.540 1.125 0.541
10 H -2.495 -0.011 4.220
11 H -0.979 0.086 4.295
12 O -1.781 0.637 4.246
13 H 2.282 -1.796 -6.545
14 H 2.530 -0.664 -5.578
15 O 2.255 -1.587 -5.600

Charge ... 0
HOMO-LUMO gap ... 11.025 eV
HOMO ... -10.176 eV
LUMO ... 0.85 eV

Results of the Löwdin charge analysis, in e, for atoms 1 through 6: C -0.285; O -0.106; C -0.076; H 0.103; H 0.104; H 0.030

---

Relative to the most stable structure, the computed energies are *i* 6.2; *ii* 0.0, all in kcal/mol.

---

*i*
Below is a cluster of 2 separate species, C8H8N4O4 in total, with properties calculated with ωB97M-V/def2-TZVPD.

CARTESIAN COORDINATES (ANGSTROEM)
1 C 1.266 1.672 -0.112
2 C 2.324 -0.196 -1.330
3 C 1.631 1.035 -1.306
4 C 1.833 -0.502 0.991
5 C -1.142 -1.522 -0.668
6 C -2.083 0.613 -1.412
7 C -1.488 -0.514 -1.743
8 C -2.032 0.254 0.919
9 H 0.894 1.021 1.870
10 H 1.436 1.592 -2.199
11 H 2.877 -0.683 -2.075
12 H 2.919 -1.834 -0.062
13 H -1.062 -1.534 1.423
14 H -1.429 -1.013 -2.625
15 H -2.496 1.332 -2.084
16 H -2.387 2.019 0.131
17 N 1.284 0.733 0.965
18 N 2.545 -0.898 -0.146
19 N -1.666 -1.079 0.603
20 N -2.342 1.061 -0.147
21 O 0.787 2.799 -0.084
22 O 1.590 -1.324 1.886
23 O -0.581 -2.575 -0.865
24 O -1.965 0.518 2.145

Charge ... 0
HOMO-LUMO gap ... 9.469 eV
HOMO ... -9.421 eV
LUMO ... 0.05 eV

Results of the Löwdin charge analysis, in e, for atoms 1 through 6: C -0.472; C 0.001; C -0.006; C -0.511; C -0.435; C -0.095

---

*ii*
Below is a cluster of 2 separate species, C8H8N4O4 in total, with properties calculated with ωB97M-V/def2-TZVPD.

CARTESIAN COORDINATES (ANGSTROEM)
1 C -1.469 -1.401 -0.369
2 C -2.179 0.698 -1.249
3 C -2.018 -0.654 -1.412
4 C -1.660 0.508 1.106
5 C 1.421 1.455 -0.463
6 C 1.781 -0.650 -1.588
7 C 1.557 0.688 -1.650
8 C 1.935 -0.547 0.938
9 H -0.929 -1.325 1.656
10 H -1.972 -1.018 -2.424
11 H -2.590 1.307 -2.066
12 H -2.247 2.191 0.326
13 H 1.811 1.411 1.703
14 H 1.412 1.309 -2.598
15 H 1.771 -1.406 -2.442
16 H 2.073 -2.239 -0.335
17 N -1.419 -0.806 0.895
18 N -1.997 1.212 -0.021
19 N 1.878 0.873 0.770
20 N 2.122 -1.224 -0.319
21 O -1.095 -2.517 -0.491
22 O -1.533 0.978 2.212
23 O 0.908 2.603 -0.532
24 O 1.767 -1.214 1.940

Charge ... 0
HOMO-LUMO gap ... 9.491 eV
HOMO ... -9.293 eV
LUMO ... 0.20 eV

Results of the Löwdin charge analysis, in e, for atoms 1 through 6: C -0.540; C -0.059; C -0.008; C -0.560; C -0.452; C -0.049

---

Relative to the most stable structure, the computed energies are *i* 8.4; *ii* 0.0, all in kcal/mol.

---

*i*
Below is a structure of composition ArH18O9, with properties calculated with ωB97M-V/def2-TZVPD.

CARTESIAN COORDINATES (ANGSTROEM)
1 Ar -0.629 0.224 -0.181
2 O -2.302 1.481 2.464
3 H -3.196 1.161 2.582
4 H -1.748 0.739 2.709
5 O 1.565 -1.680 1.320
6 H 2.404 -1.914 1.717
7 H 1.786 -1.021 0.661
8 O 2.056 -1.895 -1.801
9 H 1.624 -1.904 -2.655
10 H 2.117 -2.817 -1.553
11 O -2.346 -3.371 1.176
12 H -3.240 -3.147 1.436
13 H -2.297 -3.129 0.251
14 O -3.481 1.963 -1.307
15 H -3.178 2.866 -1.402
16 H -2.996 1.625 -0.555
17 O 3.396 0.104 -0.351
18 H 2.883 -0.454 -0.935
19 H 3.819 -0.506 0.254
20 O 2.566 2.971 -0.820
21 H 3.068 2.966 -1.635
22 H 2.632 2.074 -0.492
23 O -1.725 1.028 -3.564
24 H -2.064 1.388 -2.745
25 H -2.068 1.611 -4.242
26 O 0.073 -0.031 3.255
27 H 0.472 -0.687 2.683
28 H 0.810 0.354 3.729

Charge ... 0
HOMO-LUMO gap ... 10.909 eV
HOMO ... -10.899 eV
LUMO ... 0.01 eV

Results of the Löwdin charge analysis, in e, for atoms 1 through 6: Ar 0.216; O -0.081; H 0.028; H -0.026; O -0.062; H 0.051

---

*ii*
Below is a structure of composition ArH18O9, with properties calculated with ωB97M-V/def2-TZVPD.

CARTESIAN COORDINATES (ANGSTROEM)
1 Ar 3.255 6.653 -1.075
2 O 2.723 9.434 -3.130
3 H 2.310 9.153 -2.313
4 H 3.552 8.957 -3.157
5 O 5.615 4.745 0.820
6 H 5.224 4.076 0.257
7 H 4.874 5.275 1.113
8 O 5.103 5.515 -3.672
9 H 6.026 5.266 -3.715
10 H 5.114 6.471 -3.629
11 O 0.046 4.920 -0.636
12 H 0.745 4.300 -0.844
13 H -0.624 4.390 -0.204
14 O 5.120 8.192 -3.836
15 H 5.724 8.275 -3.098
16 H 5.632 8.468 -4.597
17 O 1.156 9.539 -0.837
18 H 1.166 8.759 -0.282
19 H 0.283 9.542 -1.230
20 O 2.274 3.802 -2.314
21 H 2.298 3.740 -3.269
22 H 3.175 4.009 -2.065
23 O 3.310 6.272 2.117
24 H 3.892 6.941 2.478
25 H 3.106 5.705 2.860
26 O 0.901 7.352 0.908
27 H 1.758 7.229 1.315
28 H 0.711 6.511 0.490

Charge ... 0
HOMO-LUMO gap ... 10.106 eV
HOMO ... -9.988 eV
LUMO ... 0.12 eV

Results of the Löwdin charge analysis, in e, for atoms 1 through 6: Ar 0.293; O -0.084; H -0.047; H -0.045; O -0.065; H 0.024

---

Relative to the most stable structure, the computed energies are *i* 6.5; *ii* 0.0, all in kcal/mol.

---

*i*
Below is a structure of composition C5H9F, with properties calculated with ωB97M-V/def2-TZVPD.

CARTESIAN COORDINATES (ANGSTROEM)
1 C 1.675 0.578 -0.241
2 C 0.530 0.059 0.211
3 C -0.239 -1.244 -0.431
4 C -1.618 -0.420 -0.112
5 C -0.843 0.795 0.304
6 H 2.338 0.624 -1.414
7 H 2.656 -0.126 0.758
8 H 1.470 1.715 0.401
9 H 0.650 -0.105 1.202
10 H -0.004 -1.472 -1.448
11 H -0.232 -2.296 -0.001
12 H -2.205 -0.303 -1.103
13 H -2.131 -0.903 0.894
14 H -1.164 1.030 1.437
15 F -0.882 2.066 -0.458

Charge ... 0
HOMO-LUMO gap ... 10.350 eV
HOMO ... -9.641 eV
LUMO ... 0.71 eV

Results of the Löwdin charge analysis, in e, for atoms 1 through 6: C -0.123; C -0.519; C -0.085; C -0.130; C -0.275; H 0.167

---

*ii*
Below is an isolated molecule of C5H9F, with properties calculated with ωB97M-V/def2-TZVPD.

CARTESIAN COORDINATES (ANGSTROEM)
1 C -3.099 0.221 0.085
2 C -1.795 -0.381 -0.008
3 C -0.648 0.225 -0.112
4 C 0.669 -0.459 -0.113
5 C 1.782 0.527 -0.016
6 H -3.022 1.266 -0.261
7 H -3.655 0.015 1.061
8 H -3.763 -0.314 -0.602
9 H -1.796 -1.479 0.078
10 H -0.560 1.374 -0.165
11 H 0.554 -1.058 0.765
12 H 0.701 -1.285 -0.903
13 H 1.887 1.100 -0.884
14 H 1.644 1.117 0.909
15 F 2.950 -0.170 0.110

Charge ... 0
HOMO-LUMO gap ... 10.376 eV
HOMO ... -9.208 eV
LUMO ... 1.17 eV

Results of the Löwdin charge analysis, in e, for atoms 1 through 6: C -0.130; C -0.234; C -0.155; C -0.210; C -0.240; H 0.084

---

Relative to the most stable structure, the computed energies are *i* 120.9; *ii* 0.0, all in kcal/mol.

---

*i*
Below is a cluster of 2 separate species, C4H7ClN2 in total, with properties calculated with ωB97M-V/def2-TZVPD.

CARTESIAN COORDINATES (ANGSTROEM)
1 C 0.383 0.874 0.014
2 C -1.311 0.584 1.709
3 C 0.095 -1.183 -1.360
4 C 1.000 -0.405 -0.419
5 N 0.999 2.158 0.042
6 N 0.134 1.993 -0.821
7 Cl 1.353 -1.394 1.037
8 H -0.784 1.037 2.524
9 H -1.373 -0.484 1.693
10 H -2.094 1.147 1.243
11 H -0.903 -1.274 -0.933
12 H 0.501 -2.179 -1.532
13 H 0.023 -0.659 -2.314
14 H 1.979 -0.214 -0.882

Charge ... 0
HOMO-LUMO gap ... 9.249 eV
HOMO ... -8.983 eV
LUMO ... 0.27 eV

Results of the Löwdin charge analysis, in e, for atoms 1 through 6: C -0.391; C 0.098; C -0.126; C -0.741; N 0.124; N 0.119

---

*ii*
Below is a cluster of 2 separate species, C4H7ClN2 in total, with properties calculated with ωB97M-V/def2-TZVPD.

CARTESIAN COORDINATES (ANGSTROEM)
1 C -3.292 1.633 1.041
2 N -4.243 2.184 1.309
3 C 1.018 0.632 0.817
4 N 0.523 -0.339 -0.155
5 C 1.353 -0.721 -1.294
6 C -0.736 -0.900 0.029
7 Cl -1.402 -2.047 -1.079
8 H 2.017 0.982 0.563
9 H 0.348 1.489 0.850
10 H 1.051 0.174 1.805
11 H 2.308 -0.197 -1.276
12 H 1.544 -1.793 -1.267
13 H 0.839 -0.478 -2.222
14 H -1.326 -0.619 0.879

Charge ... 0
HOMO-LUMO gap ... 5.330 eV
HOMO ... -7.618 eV
LUMO ... -2.29 eV

Results of the Löwdin charge analysis, in e, for atoms 1 through 6: C -0.550; N -0.241; C -0.012; N -0.191; C -0.046; C -0.372

---

Relative to the most stable structure, the computed energies are *i* 12.8; *ii* 0.0, all in kcal/mol.